Record 1
The following is a DFT calculation (wB97M-V/def2-TZVPD) of 2 unconnected molecules or ions with the total composition C27H29BNO2 in a non-equilibrium geometry.

```
60
Properties=species:S:1:pos:R:3:forces:R:3
C 0.488 -6.898 -2.471 -0.1 -0.3 0.0
C 1.645 -5.941 -2.608 -0.1 -0.2 0.0
N 1.527 -4.638 -2.261 -0.1 0.5 0.1
B 0.161 -4.067 -1.680 -1.1 1.0 0.7
H 0.187 -2.828 -1.328 0.1 -1.5 -0.5
C 2.562 -3.782 -2.401 0.1 -0.1 0.0
C 2.379 -2.337 -2.013 0.4 0.4 0.0
C 3.779 -4.232 -2.891 0.2 0.0 0.0
C 3.944 -5.567 -3.250 -0.5 0.0 0.2
C 2.852 -6.425 -3.104 0.4 0.7 0.0
H 0.821 -7.889 -2.803 0.0 0.3 0.1
H 0.130 -7.008 -1.439 0.1 0.3 -0.2
H -0.379 -6.627 -3.087 0.3 0.2 0.2
H -0.687 -4.174 -2.550 0.2 -0.2 0.1
H -0.118 -4.704 -0.680 0.1 -0.1 -0.2
H 3.310 -1.794 -2.198 0.1 -0.2 -0.1
H 1.589 -1.844 -2.597 0.2 -0.3 0.2
H 2.139 -2.220 -0.948 0.0 -0.2 -0.4
H 4.577 -3.498 -2.973 0.0 -0.3 -0.1
H 4.894 -5.931 -3.634 -0.2 0.1 0.1
H 2.908 -7.469 -3.364 0.1 -0.1 -0.1
C 4.809 1.286 4.642 -0.2 0.1 -0.1
O 4.790 0.773 3.300 -1.4 0.1 -0.8
C 3.664 0.908 2.555 0.8 -0.2 0.2
C 3.729 0.337 1.255 -0.2 0.2 0.3
C 2.636 0.396 0.430 0.3 -0.3 0.1
C 1.397 0.977 0.843 -0.1 0.0 -0.5
C 0.299 0.861 -0.058 0.3 1.5 1.2
C -1.031 1.346 0.165 -0.5 -0.1 -0.1
C -1.843 1.628 -0.968 -0.1 -0.6 -0.1
C -3.169 2.001 -0.852 0.2 0.1 0.4
C -3.714 2.202 0.430 -0.7 1.0 -0.3
O -5.040 2.644 0.515 1.1 -0.9 0.0
C -5.281 4.018 0.659 0.4 0.6 -0.1
C -5.929 4.684 -0.389 0.5 -0.1 0.3
C -6.072 6.070 -0.321 -0.1 -0.1 0.2
C -5.636 6.769 0.808 0.0 0.0 0.0
C -5.027 6.082 1.861 0.0 -0.2 -0.1
C -4.832 4.700 1.791 -0.2 0.1 -0.5
C -2.935 1.992 1.576 0.2 -0.1 0.0
C -1.628 1.537 1.444 -0.2 0.0 -0.1
C 1.411 1.678 2.093 0.2 -0.4 0.3
C 2.494 1.608 2.955 -0.1 0.0 -0.1
H 5.809 1.071 5.015 -0.2 0.1 0.0
H 4.626 2.366 4.631 0.1 -0.2 0.1
H 4.055 0.774 5.249 0.1 0.1 0.0
H 4.659 -0.139 0.959 -0.1 0.1 0.0
H 2.709 -0.027 -0.571 -0.1 0.0 0.3
H 0.525 0.494 -1.056 0.0 -0.1 0.1
H -1.413 1.501 -1.960 -0.1 0.0 0.2
H -3.792 2.171 -1.727 0.1 0.0 0.2
H -6.257 4.119 -1.259 0.1 0.1 0.2
H -6.524 6.600 -1.158 0.1 -0.1 0.3
H -5.764 7.854 0.864 0.1 -0.4 0.0
H -4.682 6.614 2.747 -0.1 -0.1 -0.2
H -4.317 4.155 2.579 -0.2 0.2 -0.1
H -3.361 2.177 2.565 0.1 -0.3 -0.4
H -1.080 1.270 2.342 -0.2 0.0 -0.2
H 0.558 2.280 2.389 0.2 -0.1 -0.1
H 2.451 2.095 3.936 0.0 -0.1 -0.6
```
Positions in Å, forces in eV/Å.

As for the charge: +1. The spin multiplicity is 1. The calculation puts the largest force on an atom at 0.0378 Eh/bohr. As for the orbital gap: 5.980 eV. As for the LUMO energy: -5.33 eV. Its electronic energy is -34723.062 eV.


Record 2
The following is a DFT calculation (wB97M-V/def2-TZVPD) of a molecular structure, C27H29BO6 in a non-equilibrium geometry.

```
63
Properties=species:S:1:pos:R:3:forces:R:3
C -2.289 0.703 4.476 -0.1 0.5 1.1
C -2.249 -0.121 3.276 -0.5 -1.3 -1.7
C -3.209 -0.465 2.363 0.5 0.3 0.4
C -2.563 -1.265 1.372 0.5 -0.8 0.2
C -1.239 -1.462 1.760 -3.2 3.4 0.3
B -1.333 1.671 -0.161 -0.2 -1.5 0.7
O 0.057 1.545 0.026 -0.7 0.2 -0.3
C 0.482 2.514 -0.959 -0.4 0.3 -0.2
C -0.817 3.095 -1.660 0.0 -0.5 0.4
C -0.499 4.177 -2.661 0.0 0.0 0.1
C -1.780 3.694 -0.532 0.5 -0.2 -0.8
O -2.017 2.693 0.479 0.1 0.0 -0.1
C -1.523 1.829 -2.295 0.5 0.4 -0.1
O -1.955 0.979 -1.219 0.2 0.6 0.6
O -1.080 -0.752 2.940 0.2 0.2 -0.1
H -2.853 0.178 5.267 0.5 0.2 0.0
H -1.271 0.944 4.809 -0.3 -0.1 0.1
H -2.821 1.652 4.307 0.2 -0.3 -0.1
H -4.248 -0.144 2.390 0.4 -0.1 -0.1
H -3.084 -1.675 0.510 0.4 0.2 0.2
H 1.043 3.302 -0.432 -0.1 -0.1 -0.3
H 1.110 2.007 -1.718 -0.2 0.3 0.3
H -1.442 4.534 -3.091 0.3 0.1 -0.1
H -0.002 5.006 -2.144 -0.1 0.0 -0.2
H 0.166 3.804 -3.448 -0.2 0.1 0.0
H -1.256 4.548 -0.068 -0.4 -0.2 -0.2
H -2.745 3.972 -1.004 0.5 0.1 0.3
H -2.395 2.104 -2.910 0.3 0.0 0.2
H -0.784 1.262 -2.885 -0.3 0.3 -0.1
C -1.609 -3.368 -4.868 0.7 0.4 -0.3
C -2.248 -3.478 -3.473 -0.4 -0.2 0.0
C -1.276 -2.768 -2.585 1.4 0.7 0.0
C -0.239 -2.260 -3.404 -0.3 0.0 1.1
O -0.348 -2.585 -4.725 -0.9 -0.6 0.3
C 0.790 -1.480 -2.851 -0.8 -0.3 -0.5
C 0.716 -1.208 -1.490 -0.1 0.1 0.9
C -0.215 -1.811 -0.614 0.0 0.2 0.4
C -0.060 -1.789 0.986 2.7 -1.7 -1.5
C 1.384 -1.243 1.396 -1.0 -0.5 -0.3
C 1.695 -0.161 2.214 0.5 0.3 0.3
C 3.035 0.075 2.561 0.7 -1.1 -0.8
C 4.080 -0.673 1.969 -1.2 0.1 0.4
O 5.333 -0.392 2.419 -0.4 1.0 0.8
C 5.164 0.575 3.551 0.4 -0.7 -0.6
C 3.659 0.948 3.602 0.5 0.7 0.5
C 3.778 -1.684 1.062 0.4 0.4 0.3
C 2.449 -1.976 0.850 -0.5 -0.1 0.0
C -1.224 -2.585 -1.194 0.0 -0.2 -0.5
H -1.381 -4.351 -5.303 0.2 0.4 0.2
H -2.220 -2.811 -5.587 0.1 -0.1 0.2
H -3.220 -2.970 -3.463 0.1 -0.2 0.1
H -2.385 -4.526 -3.180 -0.1 0.2 -0.1
H 1.597 -1.097 -3.479 -0.3 0.0 0.2
H 1.407 -0.487 -1.059 0.1 -0.3 -0.1
H 0.003 -2.880 1.208 0.7 0.3 -0.4
H 0.946 0.520 2.605 -0.1 -0.4 0.0
H 5.521 0.047 4.453 -0.3 0.2 -0.4
H 5.834 1.435 3.375 -0.4 -0.4 -0.1
H 3.550 2.025 3.400 -0.2 -0.3 0.1
H 3.284 0.725 4.611 -0.1 0.2 -0.3
H 4.569 -2.223 0.564 0.0 -0.2 0.0
H 2.197 -2.818 0.217 0.1 0.0 -0.1
H -1.972 -3.056 -0.557 0.2 0.0 -0.2
```
Positions in Å, forces in eV/Å.

The spin multiplicity is 1. The calculation puts the largest force on an atom at 0.0908 Eh/bohr. As for the orbital gap: 8.051 eV. As for the LUMO energy: 0.57 eV. Its electronic energy is -41430.609 eV.


Record 3
The following is a DFT calculation (wB97M-V/def2-TZVPD) of a molecular structure, C27H29Br2Cl2F3P in a non-equilibrium geometry.

```
64
Properties=species:S:1:pos:R:3:forces:R:3
C -0.227 2.643 0.288 0.6 0.6 0.1
C -1.311 2.019 -0.122 -0.5 -0.3 -0.1
C -1.258 0.983 -1.229 -0.1 1.0 -0.3
P -1.619 -0.766 -0.774 0.3 -0.1 0.1
C -0.185 -1.625 -0.048 -0.3 -0.2 -1.2
Cl 0.556 -2.871 -1.046 -0.6 0.4 0.0
C 0.355 -1.371 1.131 0.7 0.5 1.3
C 1.557 -2.054 1.720 -0.4 0.0 0.7
Cl -0.299 -0.112 2.148 0.2 -0.5 -0.5
C -3.225 -1.064 0.132 -0.3 0.6 0.5
Br -2.977 -2.174 1.736 -0.1 -0.1 -0.9
C -4.078 0.244 0.402 -1.0 -1.4 0.6
C -5.601 -0.099 0.262 0.2 0.6 -0.3
Br -3.835 0.826 2.268 0.2 0.7 -0.8
H 0.633 2.801 -0.366 0.3 -0.8 0.6
H -0.224 3.060 1.294 -0.1 0.8 -0.6
H -2.240 2.331 0.353 0.0 -1.0 0.2
H -0.221 0.982 -1.609 -0.3 -0.3 0.0
H -1.897 1.291 -2.074 -0.1 -0.5 0.2
H -1.791 -1.417 -2.017 0.1 0.1 0.4
H 1.797 -3.002 1.238 0.1 0.4 -0.2
H 2.398 -1.348 1.748 -0.1 -0.3 -0.3
H 1.338 -2.282 2.775 0.0 0.1 -0.3
H -3.856 -1.699 -0.500 0.5 0.1 -0.1
H -3.877 1.050 -0.307 0.5 -0.1 0.4
H -5.777 -1.031 -0.288 0.1 0.1 0.3
H -6.090 -0.117 1.237 0.1 -0.3 -0.2
H -6.086 0.699 -0.317 0.1 -0.2 0.2
F 4.146 1.993 -0.216 0.0 0.0 0.0
C 3.915 1.343 -1.372 0.0 -0.1 -0.3
C 4.766 1.540 -2.442 0.2 0.1 0.0
C 4.525 0.863 -3.630 -0.2 -0.1 0.2
C 3.434 0.009 -3.738 -0.1 0.0 -0.1
C 2.587 -0.172 -2.655 0.1 0.2 0.0
C 2.830 0.494 -1.460 -0.2 -0.1 0.2
H 5.606 2.215 -2.342 0.0 0.0 0.0
H 5.188 1.003 -4.474 0.0 0.0 0.0
H 3.247 -0.513 -4.666 0.0 0.0 0.0
H 1.734 -0.834 -2.737 0.0 0.0 0.0
H 2.183 0.358 -0.599 0.1 0.0 0.0
F -8.248 2.412 7.113 0.0 0.0 0.0
C -7.009 2.800 6.768 0.3 0.1 -0.1
C -6.401 2.215 5.674 -0.1 -0.2 -0.2
C -5.124 2.621 5.316 0.0 0.1 0.2
C -4.468 3.594 6.057 0.1 0.0 -0.1
C -5.092 4.168 7.157 0.0 -0.1 -0.1
C -6.374 3.774 7.513 -0.1 0.1 0.2
H -6.926 1.452 5.113 0.0 0.0 0.0
H -4.640 2.175 4.456 -0.1 0.1 0.1
H -3.469 3.906 5.778 0.0 0.0 0.0
H -4.580 4.924 7.738 0.0 0.0 0.0
H -6.880 4.215 8.362 0.0 0.0 0.0
F 4.415 -1.965 -5.972 0.0 0.0 -0.1
C 5.255 -2.752 -5.266 0.3 -0.3 0.2
C 6.380 -2.195 -4.692 0.0 0.3 0.0
C 7.238 -3.005 -3.963 -0.1 -0.1 0.0
C 6.966 -4.360 -3.826 0.1 0.0 0.1
C 5.833 -4.905 -4.414 0.1 0.1 0.0
C 4.966 -4.096 -5.135 -0.2 -0.1 -0.1
H 6.579 -1.138 -4.817 0.0 0.0 0.0
H 8.120 -2.579 -3.502 0.0 0.0 0.0
H 7.640 -4.991 -3.260 0.0 0.0 0.0
H 5.623 -5.962 -4.311 0.0 0.0 0.0
H 4.073 -4.501 -5.594 0.0 0.0 0.0
```
Positions in Å, forces in eV/Å.

As for the charge: +1. The spin multiplicity is 1. The calculation puts the largest force on an atom at 0.0362 Eh/bohr. As for the orbital gap: 7.445 eV. As for the LUMO energy: -3.46 eV. Its electronic energy is -211031.682 eV.